The following is a quantum chemistry calculation of one molecule with the formula C10H6Cl6O at a distorted geometry, from the Open Molecules 2025 dataset.

Geometry as ORCA input:
```
! RIJCOSX wB97M-V def2-TZVPD def2/J DEFGRID3
* xyz 0 1
O 0.3879 -2.3298 -2.0467
C 0.0124 -1.8071 -0.9718
C -0.4600 -2.4681 0.2728
C -1.0654 -1.3960 1.0886
C -0.9793 -0.0349 0.3340
C -0.3813 -0.2725 -1.0303
C 0.8522 0.7275 -1.0624
Cl 2.1005 0.5013 -2.3279
C 0.2297 2.1001 -1.1236
Cl 0.6063 3.2421 -2.2977
C -0.2823 2.3644 0.1327
Cl -0.7027 3.9100 0.8000
C 0.0614 1.0651 0.9339
Cl 0.1094 1.2894 2.6457
C 1.3702 0.7140 0.3709
Cl 2.7123 1.9385 0.7289
Cl 1.9750 -0.7298 1.0669
H -1.2081 -3.2060 -0.1581
H 0.4254 -2.8679 0.7790
H -0.4268 -1.3376 2.0175
H -2.1046 -1.6558 1.3120
H -1.9952 0.4245 0.1950
H -1.2370 -0.1714 -1.6593
*
```

Computed properties:
- frontier orbital gap (eV) = 9.68
- relative energy (zero: lowest compared OMol25 entry of this formula, charge and spin) (kJ/mol) = 57.2
- lowest unoccupied orbital energy (Eh) = 0.009
- SMILES = O=C1CC[C@@H]2[C@H]1[C@@]1(Cl)C(Cl)=C(Cl)[C@]2(Cl)C1(Cl)Cl